# 1
C29H18FN4O6PdS | wB97M-V/def2-TZVPD

The HOMO-LUMO gap (alpha / beta) is 6.5 / 5.7 eV. Its spin multiplicity is 3. Its expectation value of S² is 2.006. Its total charge is -1. The LUMO energy (alpha / beta) is 2.19 / 1.44 eV. Its relative energy (zero: lowest compared OMol25 entry of this formula, charge and spin) is 2.233 eV.

Last column: Löwdin spin population.
Positions of all 60 atoms, in Å:
1 Pd 0.289 1.419 -0.865  1.29
2 O 2.647 -1.674 0.160  0.00
3 C 1.838 -0.964 -0.397  0.00
4 O 2.012 -0.052 -1.222  0.06
5 C -0.553 -1.284 -1.088  0.02
6 C -1.464 -2.411 -0.678  0.01
7 C -2.762 -2.216 -0.422  0.00
8 C -3.380 -0.942 -0.636  0.01
9 C -4.747 -0.719 -0.516  0.00
10 C -5.290 0.528 -0.740  0.01
11 C -4.449 1.591 -1.083  0.00
12 C -3.097 1.407 -1.208  0.02
13 C -2.519 0.133 -0.990  0.02
14 N -1.212 -0.019 -1.182  0.14
15 H -0.961 -3.337 -0.454  0.00
16 H -3.363 -3.029 -0.032  0.00
17 H -5.389 -1.545 -0.242  0.00
18 H -6.358 0.687 -0.652  0.00
19 H -4.874 2.571 -1.266  0.00
20 H -2.414 2.212 -1.484  0.01
21 S 0.475 3.431 3.498  0.00
22 C 0.408 1.754 3.944  0.00
23 C 0.475 1.197 5.208  0.00
24 C 0.427 -0.180 5.308  0.00
25 C 0.300 -0.982 4.176  0.00
26 C 0.217 -0.432 2.915  0.00
27 C 0.278 0.953 2.787  0.01
28 N 0.232 1.661 1.623  0.07
29 C 0.334 2.942 1.804  0.01
30 C 0.353 3.914 0.746  0.04
31 C 0.407 5.278 1.050  0.00
32 C 0.459 6.210 0.039  0.02
33 C 0.444 5.789 -1.286  0.00
34 C 0.372 4.438 -1.590  0.05
35 C 0.346 3.457 -0.597  0.17
36 H 0.567 1.826 6.082  0.00
37 H 0.490 -0.643 6.281  0.00
38 H 0.271 -2.055 4.291  0.00
39 H 0.128 -1.037 2.027  0.00
40 H 0.408 5.584 2.089  0.00
41 H 0.510 7.262 0.280  0.00
42 H 0.491 6.524 -2.078  0.00
43 H 0.345 4.138 -2.634  0.01
44 F 5.358 -2.671 -2.561  0.00
45 C 4.201 -3.122 -2.036  0.00
46 C 3.030 -2.813 -2.623  0.00
47 N 1.843 -3.313 -2.173  0.00
48 C 0.616 -2.921 -2.833  0.00
49 C 0.095 -1.508 -2.479  0.00
50 O 0.089 -0.643 -3.315  0.01
51 O 0.470 -1.292 -0.078  0.01
52 C 1.784 -4.127 -1.055  0.00
53 O 0.755 -4.628 -0.662  0.00
54 N 3.000 -4.419 -0.494  0.00
55 C 4.266 -3.966 -0.849  0.00
56 O 5.250 -4.309 -0.237  0.00
57 H 2.969 -2.154 -3.477  0.00
58 H -0.151 -3.656 -2.568  0.00
59 H 0.787 -2.928 -3.916  0.00
60 H 2.947 -4.913 0.390  0.00

Force components x, y, z for each atom (eV/Å):
Pd 0.25 0.20 0.23
O 0.39 -0.11 0.67
C -0.36 -1.00 0.32
O -0.56 0.84 -0.57
C -0.45 0.39 -0.15
C -0.07 0.16 0.13
C 0.35 -0.20 -0.16
C 0.10 0.48 -0.11
C 0.01 0.15 -0.03
C -0.25 0.10 0.04
C -0.08 0.04 0.01
C 0.29 0.04 0.11
C -0.80 0.15 0.03
N 1.22 -0.04 0.39
H -0.04 -0.15 -0.04
H -0.05 -0.09 -0.01
H -0.07 -0.15 0.03
H -0.01 -0.01 0.01
H -0.01 0.04 0.00
H -0.27 -0.08 0.04
S -0.04 -0.45 -0.34
C -0.05 0.03 -0.41
C 0.01 -0.05 0.12
C 0.00 0.02 0.17
C -0.02 0.01 -0.01
C 0.00 0.03 -0.12
C 0.06 -0.07 1.11
N 0.07 0.80 -1.18
C -0.07 -0.64 1.05
C 0.08 0.53 -1.10
C -0.01 -0.47 0.08
C 0.01 0.20 -0.17
C 0.01 0.09 0.10
C 0.05 -0.26 -0.09
C -0.44 0.41 0.43
H 0.02 -0.02 0.08
H 0.00 -0.04 0.11
H -0.01 -0.10 -0.02
H 0.00 -0.09 -0.08
H 0.01 0.16 -0.02
H 0.00 0.08 -0.02
H -0.03 0.01 -0.06
H 0.02 0.00 0.05
F -0.18 -0.03 0.25
C -0.28 0.17 -0.56
C 1.06 -0.06 0.18
N -0.23 -0.01 0.46
C -0.39 0.15 -0.30
C 0.12 -0.30 -0.28
O 0.06 -0.50 -0.21
O 0.45 -0.22 -0.02
C 0.25 -0.09 -0.41
O -0.32 -0.14 0.28
N 0.12 -0.21 0.30
C -0.34 0.10 -0.21
O 0.22 0.08 0.01
H 0.10 0.01 0.00
H 0.15 0.11 -0.09
H -0.08 -0.02 0.20
H 0.02 0.04 -0.23



# 2
C16H21Cl5HgN3O5 | wB97M-V/def2-TZVPD

The HOMO-LUMO gap (alpha / beta) is 7.4 / 7.8 eV. Its spin multiplicity is 2. Its expectation value of S² is 0.758. Its total charge is 0. The LUMO energy (alpha / beta) is 0.20 / -1.09 eV. Its relative energy (zero: lowest compared OMol25 entry of this formula, charge and spin) is 1.135 eV.

Last column: Löwdin spin population.
Positions of all 51 atoms, in Å:
1 Hg -2.944 -0.119 -0.960  0.42
2 O -3.060 1.940 4.981  0.00
3 C -2.148 1.579 4.032  0.00
4 O -1.218 2.225 3.629  0.00
5 C -2.482 0.178 3.606  0.00
6 O -2.344 -0.013 2.244  0.03
7 C -2.600 -1.368 1.832  0.07
8 C -1.306 -1.879 1.143  0.01
9 O -0.650 -2.777 1.659  0.01
10 O -1.014 -1.230 0.043  0.08
11 H -2.845 2.805 5.356  0.00
12 H -3.511 0.033 4.004  0.00
13 H -1.856 -0.577 4.136  0.00
14 H -3.431 -1.351 1.162  0.06
15 H -2.744 -2.025 2.747  0.00
16 N -0.007 0.989 0.773  0.00
17 C 1.285 0.317 0.650  0.00
18 C 2.457 1.187 0.303  0.00
19 C 3.636 0.322 -0.124  0.00
20 N 3.534 -0.077 -1.524  0.00
21 C 3.908 -0.804 0.898  0.00
22 C 2.654 -1.597 1.359  0.00
23 N 2.123 -2.362 0.250  0.00
24 C 1.586 -0.517 1.855  0.00
25 H -0.150 1.643 -0.021  0.00
26 H -0.284 1.485 1.667  0.00
27 H -0.723 0.273 0.487  0.01
28 H 1.172 -0.348 -0.195  0.00
29 H 2.800 1.735 1.222  0.00
30 H 2.290 1.959 -0.505  0.00
31 H 4.506 1.027 -0.154  0.00
32 H 3.137 -1.009 -1.728  0.00
33 H 4.299 0.209 -2.123  0.00
34 H 4.420 -0.276 1.716  0.00
35 H 4.585 -1.503 0.536  0.00
36 H 2.860 -2.258 2.167  0.00
37 H 1.252 -2.883 0.501  0.00
38 H 2.798 -3.075 -0.067  0.00
39 H 2.062 0.106 2.601  0.00
40 H 0.765 -0.980 2.365  0.00
41 Cl -0.974 2.701 -2.364  0.01
42 C -1.629 1.630 -3.551  0.02
43 C -2.366 0.562 -3.124  0.21
44 C -2.801 -0.286 -4.081  0.02
45 Cl -3.713 -1.654 -3.528  0.03
46 C -2.625 -0.162 -5.464  0.01
47 Cl -3.176 -1.300 -6.676  0.00
48 C -1.950 0.991 -5.840  -0.01
49 Cl -1.694 1.286 -7.569  0.00
50 C -1.396 1.907 -4.933  0.01
51 Cl -0.489 3.341 -5.392  0.01

Force components x, y, z for each atom (eV/Å):
Hg -0.10 0.70 -1.06
O 0.81 0.15 -0.50
C -0.02 -0.30 0.27
O -0.35 0.30 0.15
C -0.82 -1.09 1.16
O -0.07 0.23 -0.59
C 1.54 -1.00 2.03
C -0.32 0.28 -0.81
O -0.28 0.31 -0.27
O -0.42 -0.96 0.95
H 0.20 0.15 -0.09
H 0.32 -0.28 -0.66
H -0.08 0.72 0.10
H -0.77 -0.28 -0.30
H -0.21 0.75 -1.12
N -1.43 2.28 -0.56
C 0.21 -0.14 -0.46
C 0.54 1.74 0.64
C 1.14 0.23 -1.09
N -0.83 -0.84 -0.35
C -1.25 1.24 0.87
C -0.73 1.87 0.08
N -0.53 -1.24 -0.78
C 1.69 -1.08 -0.36
H 0.46 0.09 0.62
H 0.58 -0.83 -0.96
H 0.12 -0.53 0.83
H -0.38 -0.27 -0.18
H -0.40 -0.16 -0.59
H -0.16 -0.93 0.78
H -0.47 -0.64 0.47
H 0.54 0.97 0.31
H -0.23 -0.39 0.30
H -0.38 -0.48 0.31
H 1.51 -1.16 -1.02
H 0.57 -0.26 1.07
H 0.83 0.81 -0.06
H -0.36 0.59 0.32
H 0.35 0.22 0.34
H -0.68 -0.37 -0.24
Cl 0.23 0.39 0.35
C 0.39 0.67 -1.26
C 0.46 0.36 0.86
C -1.12 -1.68 -1.12
Cl -0.35 -0.70 -0.10
C 0.17 0.46 0.25
Cl 0.18 0.53 0.96
C 0.94 0.82 -1.69
Cl -0.09 -0.03 0.92
C -0.38 -0.25 1.30
Cl -0.60 -0.99 -0.01



# 3
C18H16N4PPdSe2 | wB97M-V/def2-TZVPD

The HOMO-LUMO gap is 4.4 eV. Its total charge is -1. The LUMO energy is 1.76 eV.

Last column: Löwdin charge in e.
Positions of all 42 atoms, in Å:
1 Pd -0.850 -0.091 -1.056  0.27
2 N -2.436 -1.827 -4.455  0.08
3 C -1.722 -0.860 -5.223  -0.08
4 C -0.985 -0.195 -4.352  -0.11
5 N -1.256 -0.595 -3.015  -0.03
6 C -2.119 -1.646 -3.158  -0.24
7 C -2.522 -2.333 -1.908  -0.26
8 N -2.149 -1.795 -0.738  0.00
9 C -2.536 -2.649 0.258  -0.12
10 C -3.322 -3.645 -0.310  -0.07
11 N -3.279 -3.437 -1.681  0.07
12 H -3.116 -2.519 -4.786  0.16
13 H -1.684 -0.871 -6.266  0.09
14 H -0.180 0.517 -4.415  0.10
15 H -2.148 -2.582 1.257  -0.02
16 H -3.842 -4.463 0.127  0.09
17 H -3.792 -3.973 -2.396  0.16
18 Se -0.671 -0.995 2.794  0.06
19 P 0.027 0.320 1.097  0.35
20 Se 0.586 1.774 -1.210  0.01
21 C 1.831 0.098 0.811  -0.54
22 C 2.866 1.029 0.833  -0.18
23 C 4.204 0.655 0.935  -0.12
24 C 4.621 -0.602 0.529  -0.11
25 C 3.582 -1.584 0.319  -0.09
26 C 2.255 -1.182 0.457  -0.17
27 C 0.086 1.869 2.074  -0.48
28 C 0.835 1.989 3.227  -0.16
29 C 0.822 3.148 3.958  -0.11
30 C -0.046 4.169 3.580  -0.10
31 C -0.795 4.093 2.360  -0.09
32 C -0.662 2.971 1.538  -0.15
33 H 2.585 2.113 0.816  0.09
34 H 4.906 1.325 1.380  0.08
35 H 5.665 -0.841 0.662  0.08
36 H 3.880 -2.637 0.091  0.09
37 H 1.471 -1.947 0.495  0.08
38 H 1.424 1.141 3.555  0.09
39 H 1.357 3.258 4.893  0.09
40 H -0.230 4.971 4.235  0.06
41 H -1.496 4.886 2.084  0.09
42 H -1.166 2.939 0.601  0.02

Force components x, y, z for each atom (eV/Å):
Pd 0.54 0.40 2.67
N -0.41 -0.27 -0.69
C -0.94 -1.93 1.03
C 0.95 0.93 3.43
N -1.55 -2.16 -2.92
C 1.19 1.83 1.19
C -0.44 1.02 0.50
N 0.73 -0.95 -1.14
C -1.04 -0.89 -1.36
C 1.06 0.99 -0.13
N -0.55 -0.47 -0.69
H 0.66 0.72 0.06
H -0.24 -0.09 -1.28
H -0.19 0.35 -0.47
H -0.15 0.52 0.38
H -0.18 -0.41 0.10
H 0.60 0.50 0.85
Se 0.32 -0.05 -0.84
P 0.47 0.13 -0.09
Se -0.34 0.50 -1.38
C 1.43 -1.06 -0.64
C -0.84 1.72 1.10
C -0.50 -0.36 -0.85
C -1.84 -1.23 1.06
C 1.56 0.83 -0.38
C -0.32 -1.53 1.05
C -1.21 1.40 -2.22
C 0.31 -0.87 -0.34
C -0.93 1.09 0.24
C -0.73 -0.89 -1.82
C 0.77 -0.33 0.88
C 0.74 -0.16 2.69
H 0.37 -1.03 0.61
H 0.49 0.73 -0.36
H 0.12 -0.39 -0.31
H -0.53 1.00 0.15
H 0.32 -0.03 -0.34
H -0.07 -0.03 0.00
H 0.18 -0.17 -0.03
H 0.02 1.10 0.66
H 0.36 -0.11 0.12
H -0.16 -0.36 -0.50



# 4
C2H8N4 | wB97M-V/def2-TZVPD

The HOMO-LUMO gap (alpha / beta) is 8.7 / 8.2 eV. Its total charge is 0. The LUMO energy (alpha / beta) is 0.39 / -0.29 eV. Its relative energy (zero: lowest compared OMol25 entry of this formula, charge and spin) is 8.691 eV.

Last column: Löwdin charge in e.
Positions of all 14 atoms, in Å:
1 C -0.407 2.027 0.009  -0.16
2 C 2.127 -1.129 0.013  0.06
3 N -1.264 -1.475 -0.585  -0.01
4 N -1.374 -0.963 0.830  0.04
5 N -0.625 -0.265 -0.241  -0.28
6 N -0.882 0.901 -0.788  -0.03
7 H 0.806 2.074 0.289  0.13
8 H -0.659 2.850 -0.590  0.02
9 H -1.087 2.148 0.899  0.08
10 H 1.963 -2.140 -0.253  -0.03
11 H 1.955 -0.433 -0.791  -0.03
12 H 2.515 -0.624 0.895  -0.01
13 H -2.239 -1.347 -1.089  0.13
14 H -0.830 -1.625 1.402  0.08

Force components x, y, z for each atom (eV/Å):
C 1.28 -0.75 1.59
C 0.12 1.77 -0.42
N -1.81 0.56 -0.43
N -1.13 0.03 -0.93
N 0.52 -0.82 0.26
N 0.23 -0.75 0.45
H -3.30 -0.47 -0.66
H 0.16 1.36 -0.84
H 1.08 -0.31 -0.24
H 0.07 -0.87 0.55
H -0.02 0.04 -0.23
H -0.09 -0.95 0.10
H 2.22 0.41 1.41
H 0.67 0.74 -0.58



# 5
C16H9F5HfN3S5 | wB97M-V/def2-TZVPD

The HOMO-LUMO gap is 6.9 eV. Its total charge is +1. The LUMO energy is -4.20 eV. Its relative energy (zero: lowest compared OMol25 entry of this formula, charge and spin) is 0.204 eV.

Last column: Löwdin charge in e.
Positions of all 39 atoms, in Å:
1 Hf -1.407 0.427 -0.579  0.89
2 C 2.776 0.512 1.946  0.00
3 N 1.785 -0.524 1.846  -0.09
4 C 1.435 -1.393 2.846  0.01
5 C 0.487 -2.225 2.365  0.00
6 N 0.230 -1.856 1.054  0.00
7 C 1.040 -0.785 0.756  -0.68
8 S 1.205 -0.022 -0.752  0.73
9 C -0.650 -2.539 0.196  -0.28
10 C -0.903 -3.888 0.417  0.03
11 C -1.890 -4.513 -0.327  0.01
12 C -2.552 -3.783 -1.308  0.00
13 C -2.172 -2.475 -1.538  -0.12
14 N -1.246 -1.844 -0.792  -0.08
15 H 3.427 0.307 2.794  0.11
16 H 2.298 1.482 2.099  0.10
17 H 3.363 0.547 1.028  0.09
18 H 1.888 -1.367 3.817  0.14
19 H -0.041 -3.016 2.852  0.13
20 H -0.347 -4.429 1.165  0.12
21 H -2.130 -5.549 -0.144  0.13
22 H -3.348 -4.221 -1.884  0.13
23 H -2.612 -1.890 -2.343  0.10
24 S -5.701 -0.684 0.186  0.63
25 C -4.186 -0.154 -0.027  -1.73
26 S -3.635 0.599 -1.540  0.48
27 S -2.933 -0.303 1.216  0.48
28 F 3.124 4.731 -3.068  0.16
29 C 2.247 4.221 -2.217  -0.12
30 C 2.378 4.457 -0.844  -0.13
31 F 3.390 5.186 -0.398  0.15
32 C 1.479 3.895 0.054  -0.23
33 F 1.669 4.063 1.360  0.10
34 C 0.409 3.097 -0.378  -0.58
35 S -0.727 2.420 0.756  0.63
36 C 0.311 2.896 -1.755  -0.23
37 F -0.716 2.056 -2.211  -0.08
38 C 1.200 3.423 -2.679  -0.14
39 F 1.054 3.143 -3.967  0.15

Force components x, y, z for each atom (eV/Å):
Hf -0.15 0.40 0.56
C 0.49 0.74 -0.06
N -0.86 -0.52 -0.39
C -0.28 -0.60 0.07
C 0.15 0.13 0.37
N 0.52 0.75 0.45
C 0.24 -0.24 -0.36
S 0.07 0.05 -0.45
C -0.43 -0.67 -0.77
C 0.13 0.40 0.00
C -0.08 0.42 -0.20
C 0.22 -0.06 0.14
C 0.07 -0.21 -0.29
N 0.05 -0.66 0.64
H -0.06 -0.09 -0.09
H -0.04 -0.05 -0.05
H -0.03 -0.02 0.14
H 0.06 0.05 0.11
H -0.15 -0.10 0.11
H 0.02 -0.03 0.04
H -0.04 -0.06 0.00
H -0.04 -0.04 -0.16
H 0.00 -0.16 0.27
S 0.29 0.12 -0.07
C 0.00 -0.22 0.04
S -0.12 0.29 -0.53
S 0.19 0.37 0.24
F -0.10 -0.04 0.06
C -0.26 -0.13 0.33
C -0.12 -0.21 -0.25
F -0.04 -0.01 -0.05
C -0.29 -0.39 -0.45
F 0.05 0.14 -0.02
C 0.43 0.42 -0.64
S -0.40 -0.17 0.40
C 0.20 0.22 0.51
F 0.39 0.20 0.17
C -0.23 -0.14 0.22
F 0.12 0.11 -0.02



# 6
C9H10N2O2 | wB97M-V/def2-TZVPD

The HOMO-LUMO gap is 8.3 eV. Its total charge is 0. The LUMO energy is -1.05 eV. Its relative energy (zero: lowest compared OMol25 entry of this formula, charge and spin) is 8.847 eV.

Last column: Löwdin charge in e.
Positions of all 23 atoms, in Å:
1 C -3.458 -0.713 0.170  -0.07
2 C -2.793 0.340 0.762  -0.06
3 C -2.814 -1.653 -0.692  -0.03
4 C -1.446 0.507 0.472  -0.07
5 C -1.447 -1.459 -0.978  -0.05
6 C -0.936 -0.350 -0.408  0.09
7 C 2.910 1.443 0.092  -0.11
8 C 1.542 2.011 0.293  -0.10
9 C 1.894 0.621 0.661  -0.36
10 N 1.359 -0.404 -0.174  0.11
11 N 2.068 -1.453 -0.549  -0.49
12 O 1.493 -2.283 -1.233  0.01
13 O 3.234 -1.415 -0.249  0.06
14 H -4.494 -0.710 0.119  0.08
15 H -3.307 1.042 1.382  0.11
16 H -3.369 -2.515 -1.174  0.13
17 H -0.805 1.020 1.160  0.11
18 H -0.794 -2.218 -1.423  0.11
19 H 3.236 1.110 -0.897  0.12
20 H 3.702 1.858 0.636  0.09
21 H 1.155 2.752 0.919  0.09
22 H 1.048 2.055 -0.606  0.07
23 H 2.020 0.416 1.716  0.15

Force components x, y, z for each atom (eV/Å):
C 1.25 -0.63 -2.03
C -0.16 -0.35 -0.85
C -0.15 0.40 -0.08
C 0.53 0.29 1.53
C -0.22 -1.44 -0.07
C 3.52 -1.12 0.45
C 1.30 1.25 -1.72
C 0.49 -0.82 -0.86
C -0.92 -1.83 1.43
N -4.22 1.08 -0.04
N -1.10 1.41 -0.12
O 0.10 -0.93 -0.26
O 1.65 -1.01 0.25
H -1.89 -0.34 0.73
H -0.17 0.20 0.42
H 0.72 1.24 0.80
H 0.26 0.85 -0.22
H -0.35 0.51 -0.18
H -0.35 0.58 0.09
H 1.01 0.10 1.10
H 0.37 0.90 1.49
H -1.38 -0.01 -2.05
H -0.28 -0.33 0.20



no.,calculated total energy (eV)
1,-65645.0304
2,-98425.6893
3,-168348.3012
4,-8155.5607
5,-90275.0560
6,-16561.8722